Entry 1:
158
Properties=species:S:1:pos:R:3 method="wB97M-V/def2-TZVPD" total_charge=0 homo_lumo_gap_ev=8.152 e_tot_ha=-4679.4141
C -2.77599 3.19572 1.10274
C -2.52308 2.19742 -0.02600
C -1.86408 2.86503 -1.24962
C -0.53694 2.27148 -1.79662
B 0.09059 3.40978 -2.76554
N 1.45515 3.65327 -3.01901
O -0.82901 4.21623 -3.46954
C -0.73604 1.04819 -2.77820
C -2.06987 0.30832 -2.65243
N -2.28534 -0.44680 -1.41494
C 0.54516 0.16880 -2.85857
C 0.52094 -0.56244 -4.22647
C 1.56419 -1.65629 -4.48846
C 2.83887 -0.98772 -5.07881
S 4.37103 -1.84362 -4.78635
O 5.21344 -0.98825 -4.00592
O 4.92667 -2.29295 -6.03723
O 3.95707 -3.13814 -3.97482
C 0.95810 -0.54733 -1.54923
C 2.53526 -0.68469 -1.48418
N 3.10891 -0.37754 -0.19440
C 0.45478 -1.97465 -1.28287
C -0.44909 -2.65968 -2.09651
C -0.80015 -3.98152 -1.77540
C -0.21230 -4.51192 -0.62798
C 0.65752 -3.74356 0.14550
N 0.99264 -2.49714 -0.17511
O 0.57827 0.20965 -0.37226
S 0.60028 1.79172 -0.48539
O 1.92928 2.21020 -0.84637
O 0.16422 2.27804 0.79391
H -2.84400 2.64971 2.03985
H -1.94081 3.88552 1.21206
H -3.68442 3.77855 0.95150
H -3.49697 1.81229 -0.32718
H -1.95720 1.35803 0.35373
H -1.64918 3.89733 -0.97938
H -2.58755 2.93495 -2.05836
H 2.10255 2.89264 -2.87909
H 1.59594 3.99590 -3.96231
H -1.27821 3.72119 -4.15791
H -0.77118 1.48548 -3.78557
H -2.88553 1.02003 -2.79513
H -2.15937 -0.36893 -3.50366
H -3.06652 -0.06313 -0.90136
H -2.61362 -1.36739 -1.67578
H 1.32094 0.92295 -3.00656
H -0.45929 -0.93885 -4.49788
H 0.70353 0.21269 -4.96978
H 1.81285 -2.26015 -3.63056
H 1.19238 -2.33984 -5.24998
H 2.73537 -0.86861 -6.15278
H 2.92630 -0.00273 -4.63002
H 4.70154 -3.76426 -4.05023
H 3.01188 -0.04839 -2.22585
H 2.80517 -1.70587 -1.74521
H 3.23705 -1.18326 0.39408
H 3.94172 0.17996 -0.25676
H -0.89355 -2.20201 -2.96084
H -1.49197 -4.53163 -2.39084
H -0.42539 -5.53073 -0.33269
H 1.09924 -4.17453 1.03324
O -2.60751 6.12967 -1.63030
H -2.03264 5.77085 -2.31797
H -2.88318 6.98519 -1.97454
O 3.85248 2.74980 -4.90817
H 4.44036 1.98587 -4.92596
H 4.36102 3.42367 -4.44239
O 5.87426 -5.42819 -4.02492
H 5.32924 -6.15843 -3.70042
H 6.46845 -5.85323 -4.65404
O 4.46137 -1.11091 2.47743
H 5.18918 -1.50795 2.97099
H 4.66575 -0.17037 2.44935
O 2.18303 -4.40660 -6.36354
H 2.61539 -5.24364 -6.55996
H 2.85392 -3.88731 -5.90714
O 5.94872 -5.48827 -1.04128
H 5.92689 -5.53829 -2.00853
H 5.69258 -4.57763 -0.84528
O -2.04222 2.37079 4.33684
H -1.51242 1.61475 4.04859
H -1.40883 2.97391 4.74242
O 5.14427 -5.91514 1.79435
H 5.26585 -5.87282 0.83922
H 4.83715 -5.03606 2.04454
O -1.23167 0.57260 -6.46327
H -1.12320 -0.00727 -7.22452
H -1.82428 1.26362 -6.77730
O -2.39037 3.39339 7.44814
H -2.30107 2.89541 6.62578
H -3.04529 4.07131 7.23632
O -5.34979 3.11516 6.64885
H -4.71960 2.50667 6.24989
H -5.90962 2.54425 7.19668
O -5.43617 1.08009 -0.77084
H -6.13458 1.13922 -1.43317
H -5.90159 0.88626 0.05192
O 8.20715 -6.83705 -2.43791
H 8.92758 -6.34967 -2.84743
H 7.72173 -6.18100 -1.91698
O -3.42285 -3.10670 -3.37127
H -3.79387 -3.26585 -4.24555
H -3.92450 -3.70240 -2.80726
O -3.83297 6.96571 1.07570
H -3.26210 6.60877 0.38158
H -4.10962 7.82386 0.74282
O 4.57078 5.57293 -6.73363
H 4.22874 4.87918 -6.16068
H 5.52461 5.45101 -6.72419
O 4.54032 -4.14653 -8.63666
H 5.05670 -3.74279 -9.33986
H 4.28039 -3.40869 -8.07261
O -2.42541 -0.46364 3.94332
H -1.74168 -1.01672 3.54638
H -2.97585 -1.05911 4.45908
O -2.37155 5.96604 9.02013
H -1.83360 5.20848 8.74367
H -1.74304 6.56887 9.43283
O -5.80969 0.79330 8.46729
H -5.26198 0.02745 8.26924
H -5.20370 1.38169 8.94171
O 0.26133 -0.06097 2.66591
H 0.44587 0.81874 2.31021
H 0.68811 -0.65287 2.03477
O -1.39208 6.46035 6.00659
H -2.10216 6.57420 5.36657
H -1.82978 6.17360 6.81636
O -6.12253 1.43872 11.59732
H -6.29586 1.35443 10.65197
H -6.43520 2.32276 11.81292
O -6.60641 4.06508 -0.26963
H -6.10360 3.26829 -0.46991
H -5.95752 4.66762 0.11050
O -5.38162 -4.76422 -4.57253
H -5.73395 -4.92084 -5.45441
H -5.87823 -5.36449 -4.00748
O -7.54774 3.34000 8.54460
H -8.31860 3.24103 7.97745
H -7.25733 4.24685 8.40273
O -3.06624 1.53182 9.57161
H -2.62957 2.08770 8.90824
H -3.42959 2.16381 10.20339
O -4.79574 4.93943 10.29719
H -5.36482 5.70395 10.17498
H -3.89909 5.29298 10.20228
O -2.06076 -5.48094 -5.36278
H -1.48790 -5.05554 -6.00848
H -2.36990 -4.76141 -4.80082
O 6.04181 -8.78388 -1.29668
H 6.74599 -8.25873 -1.69303
H 5.56563 -8.16346 -0.73560
O 5.93263 -3.48171 3.27738
H 6.45325 -4.28021 3.12573
H 6.38997 -3.03573 4.00176
O 7.65480 -2.74851 5.77054
H 7.83225 -3.46221 6.39068
H 8.09089 -1.97962 6.14953

***

Entry 2:
44
Properties=species:S:1:pos:R:3 method="wB97M-V/def2-TZVPD" total_charge=-1 homo_lumo_gap_ev="6.882 / 6.788" e_tot_ha=-7539.7922
Mo -0.23653 0.68249 0.61747
Br 3.39127 -0.46846 1.33365
C 2.65866 0.98985 2.27300
C 3.41149 1.50270 3.32761
C 2.96863 2.63964 3.97172
C 1.81977 3.26935 3.50530
C 1.14791 2.67692 2.46478
N 1.51754 1.52555 1.88287
C -0.04872 3.35087 1.81693
O -0.37948 4.47104 2.10929
O -0.57685 2.59872 0.88751
H 4.32655 1.00433 3.60816
H 3.52531 3.04679 4.80495
H 1.43533 4.19106 3.91399
Br -1.12775 -2.14674 -3.90224
C -0.44951 -3.14664 -2.43441
C -0.24183 -4.51508 -2.58274
C 0.25561 -5.20490 -1.49318
C 0.52384 -4.51841 -0.31565
C 0.27267 -3.15670 -0.29293
N -0.20484 -2.48035 -1.33624
C 0.57175 -2.39550 0.98134
O 1.03835 -2.93515 1.94874
O 0.27922 -1.11526 0.91499
H -0.46466 -5.00438 -3.51926
H 0.43309 -6.27049 -1.55913
H 0.90892 -5.00453 0.56746
S 0.78021 1.00315 -1.43116
C -0.56299 1.20216 -2.56885
C -0.29912 1.63006 -3.86436
C -1.32657 1.77664 -4.78244
C -2.63442 1.49685 -4.39871
C -2.89840 1.07483 -3.10599
C -1.87022 0.92027 -2.18050
S -2.24447 0.35536 -0.54644
H 0.72276 1.84860 -4.14905
H -1.10869 2.11131 -5.78775
H -3.44821 1.61573 -5.10229
H -3.91324 0.85773 -2.79794
F -2.00585 -0.97541 2.65356
B -1.60960 0.08504 3.47090
F -0.20230 0.05310 3.63457
F -2.25164 0.06193 4.69510
F -1.88296 1.29593 2.76741

***

Entry 3:
42
Properties=species:S:1:pos:R:3 method="wB97M-V/def2-TZVPD" spin_multiplicity=2 total_charge=+1 homo_lumo_gap_ev="6.259 / 6.021" e_tot_ha=-2484.4848
Re 0.09071 0.17346 0.70928
Cl -5.57871 -3.38249 -0.46487
C -3.92374 -2.93634 -0.37109
C -3.61015 -1.59267 -0.20408
C -2.27761 -1.24060 -0.10589
N -1.72447 0.05139 0.07574
C -2.41753 1.19446 -0.34217
O -3.58992 1.27712 -0.57110
C -1.47738 2.35596 -0.47785
C -1.92046 3.59674 -0.87124
C -0.98830 4.61827 -0.99741
C 0.34006 4.34808 -0.71453
C 0.70415 3.07215 -0.32244
N -0.18447 2.08209 -0.20755
C -1.26260 -2.20480 -0.19462
C -1.57630 -3.54185 -0.36384
C -2.91692 -3.89938 -0.44870
Cl -3.30531 -5.55931 -0.64850
N 0.01398 -1.61254 -0.10171
C 1.14491 -2.25050 -0.56782
O 1.21341 -3.38065 -0.98064
C 2.33670 -1.36313 -0.48921
C 3.57612 -1.80649 -0.90309
C 4.65840 -0.95183 -0.78144
C 4.45520 0.30225 -0.22865
C 3.18152 0.67210 0.15681
N 2.12274 -0.13481 0.00810
H -4.40170 -0.86520 -0.13860
H -2.97388 3.73526 -1.06960
H -1.29389 5.60722 -1.30993
H 1.09782 5.11381 -0.79124
H 1.72738 2.84609 -0.08442
H -0.81623 -4.30098 -0.43561
H 3.65913 -2.80887 -1.29818
H 5.64619 -1.26378 -1.09115
H 5.27425 0.99023 -0.07823
H 3.01800 1.61586 0.64922
F 0.48507 -0.92542 2.52541
B 0.35420 0.26027 3.38274
F -0.93916 0.63570 3.39452
F 1.07625 0.24309 4.47713
F 1.00254 1.23003 2.27650

***

Entry 4:
42
Properties=species:S:1:pos:R:3 method="wB97M-V/def2-TZVPD" total_charge=-1 homo_lumo_gap_ev=5.920 e_tot_ha=-4830.3800
Ba 0.09352 0.60525 -0.16734
Cl -3.63106 -1.34177 0.45221
C -2.29373 -2.48810 0.40771
C -1.05332 -2.02197 0.80090
C -0.04041 -2.96142 0.72731
Cl 1.57140 -2.41967 1.19100
C -0.20824 -4.27418 0.29970
Cl 1.11872 -5.37800 0.23362
C -1.48311 -4.68518 -0.07664
Cl -1.74602 -6.30602 -0.61205
C -2.54607 -3.78504 -0.02377
Cl -4.13234 -4.29405 -0.48798
S -0.52711 1.63212 -2.92158
C 0.47262 0.19272 -3.12715
C -0.09607 -0.90202 -3.81198
C 0.56258 -2.09977 -3.97747
C 1.84084 -2.25352 -3.44501
C 2.42018 -1.20354 -2.76846
C 1.77543 0.03962 -2.59088
S 2.60205 1.27101 -1.64209
H -1.09495 -0.76999 -4.20990
H 0.08053 -2.91567 -4.50287
H 2.37198 -3.19255 -3.54613
H 3.40892 -1.31083 -2.33971
N -1.23220 -0.52299 3.46795
C -0.96837 0.79687 3.53204
N -0.41617 1.47280 2.56221
C -0.21778 2.79243 2.92020
C -0.63374 3.12947 4.16199
S -1.29282 1.74213 4.96058
C 0.40415 3.69086 1.94245
C 1.10286 4.81142 2.23310
S 1.65138 5.55402 0.76938
C 0.90237 4.26391 -0.14377
N 0.29693 3.37598 0.60178
N 0.91855 4.25694 -1.48816
H -1.17253 -0.97713 2.54032
H -1.88820 -0.91435 4.12029
H -0.62429 4.09863 4.62924
H 1.35467 5.20766 3.20131
H 1.69230 4.72012 -1.93487
H 0.65655 3.36380 -1.93748

***

Entry 5:
40
Properties=species:S:1:pos:R:3 method="wB97M-V/def2-TZVPD" total_charge=+1 homo_lumo_gap_ev=6.690 e_tot_ha=-6428.6864
Sc -0.43561 0.46970 0.69116
Cl -1.75815 1.57344 -1.64544
C -1.12732 0.01654 -2.18007
C -0.32426 -0.60808 -1.24821
C 0.16065 -1.85484 -1.61306
Cl 1.15387 -2.71440 -0.46715
C -0.11964 -2.43853 -2.84513
Cl 0.51067 -3.97814 -3.25461
C -0.93443 -1.75033 -3.75390
Cl -1.29604 -2.44194 -5.27462
C -1.45972 -0.49936 -3.42156
Cl -2.47326 0.36105 -4.50012
N 1.17499 -2.22445 3.75109
C 1.47134 -1.21717 2.93715
N 0.36543 -0.83248 2.32282
C -0.59490 -1.67857 2.82312
N -0.13128 -2.53757 3.68869
C -1.98043 -1.60048 2.36110
C -3.01963 -2.32806 2.92029
N -4.26036 -2.21757 2.46412
C -4.47126 -1.38675 1.45176
C -3.44278 -0.64977 0.87972
N -2.19773 -0.76273 1.33852
H 1.78947 -2.74073 4.36300
H 2.45799 -0.80089 2.81792
H -2.83806 -3.00391 3.74619
H -5.48443 -1.29390 1.08317
H -3.61462 0.03277 0.05716
Se -1.43806 2.40092 1.96073
C 0.05798 3.52773 2.42828
C 0.67731 4.31214 1.46132
C 1.72967 5.14354 1.82125
C 2.15977 5.19739 3.13877
C 1.53245 4.41824 4.10143
C 0.48350 3.57993 3.75075
H 0.32790 4.28857 0.43687
H 2.20718 5.75655 1.06808
H 2.97517 5.85128 3.41685
H 1.85586 4.46549 5.13304
H -0.01156 2.97953 4.50272

***

Entry 6:
52
Properties=species:S:1:pos:R:3 method="wB97M-V/def2-TZVPD" total_charge=-1 homo_lumo_gap_ev=7.479 e_tot_ha=-6577.6968
Pd -2.55903 1.63545 0.55361
F -7.07225 4.51779 -1.18005
C -5.74427 4.51798 -1.07316
F -5.21462 4.41203 -2.28804
F -5.35829 5.67263 -0.53287
S -5.19652 3.13270 0.00724
O -5.84088 3.33602 1.26117
O -3.73814 3.28795 -0.03583
N -5.73590 1.92559 -0.81485
S -5.01761 0.56375 -1.11245
O -5.59661 -0.54870 -0.43704
O -3.56288 0.65414 -1.16655
C -5.47425 0.37623 -2.88554
F -5.01384 1.39617 -3.60438
F -6.79851 0.31838 -3.02046
F -4.94656 -0.75418 -3.35227
Se -1.72312 2.77758 2.46277
O -1.59780 -0.00298 1.08804
C -0.56128 -0.28615 0.36243
O -0.13670 0.40318 -0.55798
C 0.13311 -1.56186 0.75068
C -0.21089 -2.24465 1.90832
C 0.48860 -3.38374 2.31461
C 1.52354 -3.78986 1.51233
O 2.39037 -4.83402 1.71151
C 3.24959 -4.85018 0.57371
O 2.94749 -3.72118 -0.23384
C 1.85743 -3.12040 0.35010
C 1.18393 -2.00592 -0.06386
H -1.02377 -1.86214 2.50893
H 0.24828 -3.90515 3.23039
H 3.07021 -5.76643 0.00129
H 4.28757 -4.79197 0.90588
H 1.44460 -1.46477 -0.96088
S 3.36756 -0.98491 2.93097
C 2.62077 0.35020 2.29984
S 1.22489 1.10870 3.00857
C 1.21675 2.27830 1.71742
N 2.12794 2.10572 0.83445
N 2.91227 1.02514 1.15703
C 3.77519 0.55615 0.11874
C 3.25695 0.49087 -1.16715
C 4.07020 0.04319 -2.19582
C 5.38040 -0.33675 -1.93617
C 5.88325 -0.26111 -0.64540
C 5.08221 0.19187 0.39294
S 0.10946 3.63072 1.61433
H 2.22671 0.78349 -1.33200
H 3.67454 -0.01748 -3.20145
H 6.01015 -0.69321 -2.74158
H 6.90520 -0.55477 -0.44263
H 5.45459 0.25064 1.40496

***

Entry 7:
37
Properties=species:S:1:pos:R:3 method="wB97M-V/def2-TZVPD" total_charge=0 homo_lumo_gap_ev=7.824 e_tot_ha=-4769.5472
Ti 0.12645 -0.91525 0.68264
O -1.73142 -3.74387 -1.53497
C -1.48049 -2.85251 -0.77451
O -0.28317 -2.34016 -0.52360
C -2.53176 -2.14785 0.05690
C -3.88338 -2.41761 0.15042
C -4.63309 -1.64624 1.03547
C -4.03207 -0.64877 1.79934
C -2.67387 -0.45205 1.63805
N -1.99116 -1.18763 0.78257
C -1.76448 0.51905 2.36281
O -2.16631 1.32586 3.15305
O -0.50550 0.33147 1.99411
H -4.31788 -3.20841 -0.44415
H -5.69419 -1.83182 1.13750
H -4.58480 -0.04446 2.50419
Br -1.26706 1.03459 -1.20932
C 0.35378 1.95376 -1.56595
C 0.29851 3.10818 -2.28652
C 1.49789 3.77868 -2.59890
C 2.69240 3.25479 -2.20192
C 2.74962 2.04874 -1.46285
C 3.99864 1.49047 -1.08922
C 4.05151 0.31501 -0.40847
C 2.85254 -0.33720 -0.03542
C 1.60514 0.16717 -0.33066
C 1.55675 1.37309 -1.09901
H -0.65208 3.49953 -2.62048
H 1.45960 4.69953 -3.16498
H 3.62149 3.75160 -2.45290
H 4.90511 2.01295 -1.36997
H 5.00385 -0.12312 -0.13946
H 2.95974 -1.26417 0.51531
I -0.30389 -3.09351 3.16160
C 1.19159 -2.07339 2.03107
H 1.79834 -2.84946 1.56880
H 1.77364 -1.48699 2.73943

***

Entry 8:
51
Properties=species:S:1:pos:R:3 method="wB97M-V/def2-TZVPD" total_charge=+2 homo_lumo_gap_ev="6.288 / 6.283" e_tot_ha=-7128.1409
Re 0.59630 -1.55240 0.98297
O -1.19407 -0.92215 2.08773
P -0.43795 -0.37589 3.40970
O -0.82466 0.89784 3.92391
O 1.03976 -0.59295 2.85940
O -0.71061 -1.60644 4.38511
P -0.30685 -3.19540 4.51159
O -0.99742 -3.85595 3.26682
O 1.79251 -1.32878 5.38917
O 1.27755 -2.99255 3.65694
H -1.99374 -0.49027 1.79881
H -1.45873 -4.66629 3.51547
F -2.75288 -2.63428 -5.17511
C -2.08536 -2.02934 -4.21674
C -1.87392 -0.66869 -4.23354
F -2.32496 0.09568 -5.21538
C -1.21669 -0.06253 -3.15567
F -1.12236 1.24814 -3.20613
C -0.79733 -0.75834 -2.06432
P 0.03226 0.07530 -0.64917
C 1.22771 1.23274 -1.38975
C 1.08852 2.61229 -1.26348
C 2.05940 3.45797 -1.79662
C 3.15018 2.95423 -2.50903
C 3.23911 1.58108 -2.70294
C 2.29453 0.71476 -2.14277
C -1.20159 1.16673 0.11939
C -2.55107 1.03755 -0.17103
C -3.44187 1.79053 0.56230
C -3.03669 2.66884 1.56701
C -1.68143 2.80980 1.83701
C -0.75803 2.06291 1.10286
C -1.00875 -2.11990 -2.06417
Br -0.55032 -3.18394 -0.51248
C -1.65607 -2.76374 -3.10492
F -1.91641 -4.06859 -3.00663
H 0.27885 3.02874 -0.68639
H 1.92178 4.51795 -1.67455
H 3.88285 3.64822 -2.93238
H 4.10378 1.19372 -3.24991
H 2.41455 -0.34046 -2.30609
H -2.89609 0.49231 -1.03014
H -4.50889 1.71651 0.32084
H -3.76402 3.25222 2.14194
H -1.34428 3.50116 2.60466
H 0.28156 2.06203 1.36904
S 5.13542 -0.01905 1.38618
Sb 4.72312 -2.07831 1.26108
S 2.15295 -1.77011 4.08852
S 2.51881 -1.87867 0.00313
S 5.20152 -3.86419 2.30772